{
  "formula": "C5H10IN3S",
  "method": "ωB97M-V with the def2-TZVPD basis set",
  "de_lowest_kj_mol": 117.4,
  "total_charge": 2,
  "homo_lumo_gap_ev": 9.334,
  "lumo_energy_ev": -7.12,
  "total_energy_ha": -1055.97958,
  "multiplicity": 1,
  "symbols": ["C", "C", "C", "C", "C", "N", "N", "N", "S", "I", "H", "H", "H", "H", "H", "H", "H", "H", "H", "H"],
  "positions_angstrom": [[0.8769, 0.4927, -0.2057], [0.8939, -0.4618, 0.7221], [-1.5675, -0.0658, 0.3756], [-0.9527, -1.9931, 1.8019], [2.0016, 1.2228, -0.8898], [-0.8004, -0.8637, 0.9753], [-2.9040, 0.0257, 0.3320], [1.5236, 1.5703, -2.2535], [-0.7097, 1.1136, -0.5661], [2.2931, -1.6925, 1.7500], [-0.2804, -2.7524, 1.4726], [-0.8542, -1.8398, 2.8020], [-2.0681, -2.4436, 1.7985], [2.3569, 2.0131, -0.2330], [2.8113, 0.5669, -0.9860], [-3.6141, -0.5698, 0.9021], [-3.3281, 0.8735, -0.0840], [1.2086, 0.7140, -2.5866], [2.2670, 1.8470, -2.8167], [0.8463, 2.2430, -2.3108]],
  "nbo_charge": [-0.351, 0.044, 0.360, -0.442, -0.254, -0.335, -0.764, -0.619, 0.385, 0.435, 0.244, 0.245, 0.250, 0.285, 0.263, 0.468, 0.444, 0.444, 0.457, 0.442]
}